(1)
Computed, not measured: a 11-piece molecular cluster, C10H40N20O14S overall in a non-equilibrium geometry, with ωB97M-V with the def2-TZVPD basis set.

Summary:
**Total energy**: -2952.07903 Ha
**HOMO level**: -4.1233 eV
**Relative energy (zero: lowest compared OMol25 entry of this formula, charge and spin)**: 210.5 kcal/mol
**Multiplicity**: 1
**Kohn-Sham gap**: 7.8 eV
**Total charge**: -2

XYZ file:
```
85
C10H40N20O14S | the Open Molecules 2025 dataset | ωB97M-V with the def2-TZVPD basis set
S -0.011 -0.279 -0.166
O 0.925 0.591 -0.889
O 0.646 -1.354 0.572
O -0.863 0.433 0.694
O -0.871 -0.977 -1.199
C 0.980 -4.264 -3.827
O 1.119 -4.841 -4.827
N 1.078 -3.020 -3.708
N 0.668 -4.743 -2.648
H 1.408 -2.393 -4.428
H 0.486 -2.547 -3.040
H 0.834 -5.735 -2.551
H 0.580 -4.089 -1.884
C 4.026 -4.123 1.823
O 5.068 -4.660 1.977
N 3.334 -4.101 0.722
N 3.392 -3.412 2.673
H 2.565 -3.450 0.648
H 3.738 -4.528 -0.100
H 3.940 -3.188 3.491
H 2.525 -2.994 2.366
C -5.321 0.446 -1.608
O -6.449 0.734 -1.860
N -4.686 -0.449 -2.198
N -4.563 0.925 -0.668
H -3.702 -0.643 -2.078
H -5.105 -1.000 -2.933
H -4.904 1.708 -0.129
H -3.769 0.389 -0.347
C 5.119 0.676 -1.851
O 6.330 0.796 -2.065
N 4.522 -0.446 -1.792
N 4.329 1.741 -1.516
H 5.164 -1.184 -2.044
H 3.525 -0.454 -1.632
H 3.393 1.402 -1.345
H 4.720 2.672 -1.514
C 2.210 1.407 3.892
O 2.812 2.043 4.707
N 2.571 0.542 3.025
N 0.907 1.455 3.919
H 3.529 0.493 2.709
H 1.906 -0.043 2.540
H 0.536 1.010 3.092
H 0.460 2.272 4.309
C -2.807 4.727 1.316
O -3.095 5.821 1.861
N -2.617 3.592 2.005
N -2.733 4.536 0.042
H -2.076 2.868 1.556
H -2.673 3.560 3.013
H -2.931 5.319 -0.566
H -2.752 3.605 -0.348
C -3.785 -4.609 -0.082
O -4.066 -5.759 0.216
N -4.168 -3.650 0.655
N -2.974 -4.145 -0.952
H -4.196 -2.724 0.252
H -4.687 -3.877 1.491
H -2.469 -3.293 -0.752
H -2.459 -4.835 -1.480
C -2.768 -1.381 4.457
O -3.312 -1.717 5.504
N -1.691 -1.860 3.974
N -3.286 -0.664 3.488
H -1.233 -2.396 4.698
H -1.314 -1.565 3.085
H -2.588 -0.495 2.777
H -4.148 -0.164 3.652
C 3.151 5.964 1.031
O 3.392 7.178 0.965
N 3.637 5.152 1.908
N 2.252 5.340 0.210
H 3.391 4.189 2.086
H 4.126 5.522 2.710
H 2.028 4.358 0.270
H 1.624 5.987 -0.246
C -0.412 1.795 -5.134
O -0.778 2.123 -6.285
N -0.922 0.806 -4.525
N 0.578 2.297 -4.353
H -1.616 0.250 -5.005
H -0.651 0.442 -3.623
H 0.824 1.775 -3.524
H 1.097 3.109 -4.656
```

---

(2)
Computed, not measured: a 10-piece molecular cluster, C10H40O10 overall in a non-equilibrium geometry, with ωB97M-V with the def2-TZVPD basis set.

Summary:
**Total energy**: -1157.20885 Ha
**HOMO level**: -9.4790 eV
**Relative energy (zero: lowest compared OMol25 entry of this formula, charge and spin)**: 89.8 kcal/mol
**Multiplicity**: 1
**SMILES**: CO.CO.CO.CO.CO.CO.CO.CO.CO.CO
**Kohn-Sham gap**: 9.9 eV

XYZ file:
```
60
C10H40O10 | the Open Molecules 2025 dataset | ωB97M-V with the def2-TZVPD basis set
C -3.100 1.563 -1.563
O -2.420 1.004 -2.675
H -2.527 2.318 -1.021
H -3.971 2.088 -1.967
H -3.495 0.814 -0.872
H -1.547 0.769 -2.313
C 1.439 -3.628 -1.343
O 0.253 -2.835 -1.503
H 1.953 -3.575 -2.305
H 2.040 -3.140 -0.576
H 1.214 -4.680 -1.175
H -0.429 -3.186 -0.900
C -1.146 4.855 -0.265
O -0.667 5.860 -1.135
H -0.485 3.995 -0.260
H -1.190 5.221 0.772
H -2.190 4.633 -0.510
H -1.351 6.483 -1.376
C 1.742 -1.095 3.885
O 2.542 -2.126 4.462
H 0.692 -1.190 4.185
H 2.090 -0.132 4.262
H 1.793 -1.139 2.804
H 2.541 -1.987 5.412
C -0.262 0.307 0.507
O -0.374 0.091 -0.915
H -0.757 -0.509 1.039
H 0.791 0.388 0.780
H -0.823 1.221 0.686
H -0.041 -0.789 -1.144
C 4.841 1.175 1.766
O 3.414 1.020 1.637
H 4.983 2.112 2.297
H 5.293 0.333 2.290
H 5.246 1.215 0.753
H 3.204 0.847 0.706
C -1.172 -1.563 -4.393
O -2.510 -1.141 -4.547
H -1.162 -2.621 -4.126
H -0.547 -1.322 -5.257
H -0.653 -1.091 -3.543
H -2.597 -0.276 -4.104
C -1.692 2.060 4.261
O -2.081 2.087 2.889
H -2.049 1.143 4.743
H -0.606 1.943 4.284
H -2.030 2.944 4.794
H -2.778 2.734 2.769
C 2.871 -0.405 -1.800
O 2.916 0.840 -1.118
H 3.254 -1.191 -1.154
H 1.839 -0.603 -2.094
H 3.452 -0.459 -2.727
H 2.331 1.456 -1.569
C -2.889 -3.504 -0.381
O -1.817 -4.442 -0.467
H -3.602 -3.784 0.395
H -2.492 -2.516 -0.138
H -3.412 -3.452 -1.335
H -1.872 -5.135 0.190
```

---

(3)
Computed, not measured: a 10-piece molecular cluster, C10H40O10 overall in a non-equilibrium geometry, with ωB97M-V with the def2-TZVPD basis set.

Summary:
**Total energy**: -1157.22083 Ha
**HOMO level**: -9.6216 eV
**Relative energy (zero: lowest compared OMol25 entry of this formula, charge and spin)**: 82.2 kcal/mol
**Multiplicity**: 1
**SMILES**: CO.CO.CO.CO.CO.CO.CO.CO.CO.CO
**Kohn-Sham gap**: 10.1 eV

XYZ file:
```
60
C10H40O10 | the Open Molecules 2025 dataset | ωB97M-V with the def2-TZVPD basis set
C 0.481 -1.126 3.179
O -0.892 -1.223 2.818
H 0.595 -0.122 3.564
H 0.713 -1.929 3.880
H 1.100 -1.242 2.290
H -1.190 -2.122 2.775
C -0.047 2.993 -2.051
O 0.320 1.807 -2.807
H 0.746 3.431 -1.440
H -0.398 3.770 -2.738
H -0.887 2.807 -1.411
H 0.300 2.010 -3.746
C 2.665 -1.569 -3.859
O 3.080 -1.142 -5.143
H 3.182 -0.940 -3.113
H 1.568 -1.474 -3.818
H 2.978 -2.560 -3.611
H 2.464 -1.519 -5.789
C -4.308 1.798 -0.237
O -3.068 2.417 -0.163
H -4.859 2.004 0.691
H -4.915 2.157 -1.088
H -4.328 0.720 -0.335
H -2.680 2.034 0.653
C 3.801 2.051 -1.390
O 3.908 3.222 -0.596
H 2.788 1.879 -1.679
H 4.393 2.063 -2.309
H 4.183 1.192 -0.863
H 4.752 3.664 -0.686
C -3.337 0.994 3.254
O -2.642 0.827 2.056
H -2.549 1.110 4.031
H -3.897 1.928 3.199
H -3.987 0.143 3.494
H -1.919 0.204 2.205
C -3.064 -4.194 1.874
O -1.830 -3.638 1.453
H -3.249 -5.191 1.459
H -3.045 -4.327 2.957
H -3.893 -3.591 1.583
H -1.852 -3.548 0.489
C -0.727 -0.331 -0.518
O 0.515 -0.498 -1.179
H -0.823 0.673 -0.058
H -1.587 -0.346 -1.185
H -0.796 -1.076 0.254
H 0.552 0.226 -1.797
C 1.592 1.959 1.598
O 1.619 3.245 1.007
H 0.717 1.827 2.209
H 1.440 1.142 0.872
H 2.524 1.669 2.102
H 2.537 3.392 0.720
C 1.771 -3.286 -0.428
O 2.737 -2.260 -0.641
H 2.241 -4.253 -0.548
H 1.348 -3.213 0.553
H 0.969 -3.148 -1.145
H 2.190 -1.493 -0.848
```

---

(4)
Computed, not measured: a 10-piece molecular cluster, C10H41NO10 overall in a non-equilibrium geometry, with ωB97M-V with the def2-TZVPD basis set.

Summary:
**Total energy**: -1212.62550 Ha
**HOMO level**: -9.3195 eV
**Relative energy (zero: lowest compared OMol25 entry of this formula, charge and spin)**: 29.3 kcal/mol
**Multiplicity**: 1
**SMILES**: COC[C@H](C)N.CCO.CCO.CCO.O.O.O.O.O.O
**Kohn-Sham gap**: 9.3 eV

XYZ file:
```
62
C10H41NO10 | the Open Molecules 2025 dataset | ωB97M-V with the def2-TZVPD basis set
C 0.188 -6.222 1.982
O 1.568 -6.249 2.240
C 2.007 -5.475 3.410
C 3.485 -5.770 3.781
C 3.730 -7.151 4.492
N 3.902 -4.803 4.744
H -0.172 -5.210 1.796
H -0.348 -6.612 2.848
H -0.086 -6.908 1.180
H 1.804 -4.440 3.138
H 1.392 -5.721 4.275
H 4.161 -5.670 2.932
H 4.743 -7.290 4.869
H 3.419 -7.983 3.860
H 3.149 -7.267 5.407
H 3.734 -3.889 4.348
H 4.885 -4.893 4.961
C -3.809 1.235 5.504
C -3.284 0.056 4.706
O -4.090 -1.087 4.957
H -3.574 1.121 6.562
H -4.881 1.357 5.351
H -3.314 2.143 5.158
H -2.275 -0.077 5.096
H -3.332 0.395 3.671
H -4.361 -1.520 4.144
C -2.344 4.868 -8.971
C -3.561 5.249 -9.849
O -4.131 4.030 -10.368
H -1.660 4.277 -9.581
H -2.558 4.346 -8.039
H -1.793 5.784 -8.756
H -3.375 5.923 -10.686
H -4.290 5.830 -9.284
H -4.114 3.412 -9.634
C 4.462 4.897 3.802
C 5.440 3.781 3.654
O 4.693 2.582 3.865
H 3.802 4.692 4.644
H 3.737 4.924 2.989
H 4.728 5.954 3.828
H 6.145 3.907 4.475
H 5.933 3.781 2.681
H 4.306 2.282 3.039
O -0.890 0.985 -1.389
H -0.068 0.781 -0.942
H -0.683 0.904 -2.320
O -4.429 -0.524 -7.822
H -4.898 -1.135 -7.254
H -3.539 -0.503 -7.470
O -5.416 1.847 -1.528
H -5.514 2.629 -0.986
H -4.483 1.639 -1.484
O 3.685 0.143 -0.835
H 3.684 -0.716 -1.259
H 4.338 0.649 -1.319
O -2.428 5.270 0.044
H -2.138 4.391 -0.198
H -1.805 5.856 -0.385
O 0.063 -1.271 -5.851
H 0.210 -1.422 -6.784
H 0.250 -2.114 -5.438
```

---

(5)
Computed, not measured: C10H42AsF6N20O11 as an isolated structure in a non-equilibrium geometry, with ωB97M-V with the def2-TZVPD basis set.

Summary:
**Total energy**: -5164.63766 Ha
**HOMO level**: -7.0820 eV
**Multiplicity**: 1
**Kohn-Sham gap**: 8.6 eV
**Total charge**: -1

XYZ file:
```
90
C10H42AsF6N20O11 | the Open Molecules 2025 dataset | ωB97M-V with the def2-TZVPD basis set
As 0.084 0.240 0.161
F 1.112 0.163 1.614
F -1.090 -0.772 1.012
F -1.034 0.306 -1.184
F 1.340 1.258 -0.466
F 0.741 -1.250 -0.469
F -0.578 1.702 0.917
C 4.679 -0.802 1.166
O 5.887 -1.008 1.277
N 4.192 0.110 0.290
N 3.733 -1.401 1.944
H 4.838 0.364 -0.438
H 3.234 0.404 0.352
H 3.946 -1.800 2.838
H 2.759 -1.238 1.756
C 3.530 -4.053 -1.116
O 4.183 -3.070 -1.450
N 4.013 -5.326 -1.088
N 2.227 -3.936 -0.773
H 5.003 -5.489 -1.045
H 3.486 -6.028 -0.598
H 1.655 -4.732 -0.557
H 1.780 -3.038 -0.852
C -3.871 3.400 -0.296
O -3.673 2.557 -1.185
N -4.498 4.594 -0.536
N -3.518 3.120 0.975
H -5.280 4.396 -1.146
H -4.663 5.109 0.314
H -3.244 2.165 1.138
H -3.654 3.745 1.747
C -1.006 -0.086 4.881
O -0.557 0.573 5.818
N -1.488 0.427 3.729
N -1.182 -1.446 4.954
H -1.469 1.423 3.599
H -1.518 -0.162 2.916
H -0.767 -1.868 5.767
H -1.377 -1.936 4.099
C 5.049 2.126 -2.768
O 5.130 1.749 -3.938
N 3.931 2.394 -2.064
N 6.189 2.243 -2.013
H 2.982 2.288 -2.386
H 4.098 2.825 -1.176
H 6.982 1.706 -2.312
H 6.224 2.788 -1.174
C 2.828 3.143 2.876
O 3.118 4.141 3.534
N 2.360 3.182 1.583
N 3.043 1.895 3.314
H 1.844 2.444 1.108
H 2.074 4.098 1.275
H 3.497 1.637 4.170
H 2.802 1.084 2.782
C -0.079 -1.838 -4.306
O 0.047 -2.667 -5.209
N -0.594 -0.585 -4.460
N 0.384 -2.058 -3.062
H -1.102 -0.220 -3.676
H -0.634 -0.105 -5.338
H 0.646 -1.338 -2.407
H 0.481 -3.020 -2.787
C -3.426 -3.468 2.250
O -2.210 -3.563 2.017
N -4.176 -2.437 1.814
N -4.100 -4.484 2.829
H -3.739 -1.691 1.300
H -5.177 -2.463 1.861
H -5.060 -4.405 3.103
H -3.597 -5.343 2.955
C -4.855 -0.628 -0.880
O -5.563 -1.634 -0.678
N -5.455 0.579 -0.856
N -3.546 -0.606 -1.204
H -6.430 0.722 -0.677
H -5.045 1.368 -1.348
H -3.036 0.219 -1.441
H -3.099 -1.521 -1.175
C -0.162 3.163 -2.587
O 1.000 3.574 -2.598
N -1.077 3.562 -1.670
N -0.725 2.363 -3.515
H -0.606 4.054 -0.928
H -1.973 3.119 -1.556
H -0.300 2.070 -4.371
H -1.589 1.943 -3.220
O -1.950 -3.029 -0.704
H -1.040 -2.771 -0.528
H -2.321 -3.220 0.178
```

---

(6)
Computed, not measured: C10H42B2HgNO5 as an isolated structure in a non-equilibrium geometry, with ωB97M-V with the def2-TZVPD basis set.

Summary:
**Total energy**: -1039.68016 Ha
**HOMO level**: -11.9000 eV
**Relative energy (zero: lowest compared OMol25 entry of this formula, charge and spin)**: 49.5 kcal/mol
**Multiplicity**: 1
**Kohn-Sham gap**: 7.7 eV
**Total charge**: +1

XYZ file:
```
61
C10H42B2HgNO5 | the Open Molecules 2025 dataset | ωB97M-V with the def2-TZVPD basis set
Hg -1.153 -1.655 -1.496
O -1.311 -2.604 2.564
H -2.180 -3.011 2.532
H -1.206 -2.043 1.792
H -0.622 -3.229 2.799
N 2.037 -3.344 1.068
H 1.351 -2.608 0.980
H 1.822 -3.900 1.883
H 2.930 -2.884 1.171
H 2.141 -3.944 0.262
B -3.246 -1.185 -0.265
H -3.139 -1.760 -1.172
H -2.449 -0.459 -0.306
H -4.168 -0.631 -0.181
H -3.060 -1.857 0.559
B 1.020 -1.988 -2.548
H 0.247 -1.378 -2.989
H 0.563 -2.812 -2.022
H 1.624 -2.390 -3.347
H 1.620 -1.411 -1.862
C 0.400 0.086 0.923
O 0.026 -1.259 0.628
H 1.233 0.005 1.623
H 0.682 0.647 0.032
H -0.398 0.693 1.349
C -2.809 4.431 -0.326
C -2.918 3.074 0.402
C -4.260 3.091 1.260
O -2.799 1.890 -0.438
H -3.118 5.233 0.345
H -3.451 4.434 -1.207
H -1.810 4.733 -0.641
H -2.115 2.943 1.128
H -4.300 2.279 1.985
H -5.011 2.850 0.507
H -4.438 4.022 1.798
H -3.138 1.130 0.041
C 4.005 -1.103 3.411
C 4.797 -1.101 2.148
C 6.280 -1.417 2.446
O 4.308 -2.076 1.386
H 4.106 -1.899 4.150
H 2.979 -0.936 3.083
H 4.279 -0.160 3.885
H 4.741 -0.170 1.583
H 6.816 -1.593 1.513
H 6.370 -2.349 3.004
H 6.824 -0.643 2.989
H 5.061 -2.203 0.805
C -2.324 2.187 -3.845
C -1.266 1.222 -3.426
C -0.009 1.798 -2.971
O -1.759 0.409 -2.426
H -2.491 3.043 -3.191
H -3.262 1.673 -4.057
H -1.911 2.641 -4.745
H -1.024 0.489 -4.195
H 0.691 1.069 -2.562
H -0.127 2.560 -2.201
H 0.476 2.329 -3.790
H -2.159 1.040 -1.823
```

---

Which formula does entry 6 have?
C10H42B2HgNO5